Record 1
# C38H33CsFN7O5

A molecular structure, C38H33CsFN7O5 (wB97M-V/def2-TZVPD, the OMol25 dataset).

Computed properties:
E_HOMO = -1.3 eV
LUMO level = 0.1267 Ha
frontier orbital gap = 4.71 eV
ΔE to the lowest compared entry with this formula, charge and spin = 1.63 kcal per mole
net charge = -2

Atoms and positions in Å:
Cs1 -0.65570 1.08267 0.60710
O1 -2.47954 -1.44945 0.92921
C1 -2.74355 -0.96856 2.07752
N1 -2.78687 0.29504 2.35886
C2 -3.21162 0.74780 3.61463
C3 -4.52521 0.53811 4.02346
C4 -5.00958 1.03218 5.23140
C5 -4.15686 1.76567 6.03646
C6 -2.84138 2.00225 5.64435
C7 -2.32305 1.50670 4.43451
N2 -1.02535 1.66667 3.95914
C8 -0.10353 2.25327 4.69521
O2 -0.16174 2.79318 5.82929
C9 1.29808 2.26799 4.06861
C10 2.30329 2.95382 4.75838
C11 3.58637 2.97684 4.24890
C12 3.84628 2.31206 3.05810
C13 2.79203 1.66034 2.43843
N3 1.55257 1.63292 2.92426
C14 -2.98587 -2.02385 3.14551
C15 -4.14246 -2.80574 3.10385
C16 -4.33717 -3.78062 4.06021
C17 -3.36136 -3.96586 5.03175
C18 -2.24031 -3.15371 4.98348
N4 -2.04624 -2.20389 4.07268
H1 -5.18028 -0.01451 3.35790
H2 -6.03828 0.84864 5.52496
H3 -4.50802 2.16775 6.98225
H4 -2.18010 2.57134 6.27685
H5 2.02648 3.44212 5.68139
H6 4.37711 3.50616 4.77050
H7 4.83324 2.30086 2.61213
H8 2.94002 1.14415 1.49490
H9 -4.87461 -2.62696 2.32681
H10 -5.23707 -4.38600 4.05578
H11 -3.46576 -4.71312 5.80839
H12 -1.45229 -3.26588 5.72286
C19 2.70970 2.11495 -6.72865
C20 3.25866 3.10289 -5.70229
C21 4.72193 3.46115 -5.93338
C22 5.61748 2.25296 -5.69720
C23 5.32017 1.62134 -4.36165
C24 6.26780 0.85715 -3.71607
C25 5.97502 0.27222 -2.49096
F1 6.94566 -0.46785 -1.89578
C26 4.76129 0.42581 -1.88620
C27 3.78447 1.20402 -2.51514
C28 2.47021 1.36775 -1.83815
O3 2.24646 0.80143 -0.77469
C29 1.52708 2.21610 -2.54258
C30 1.87684 2.74921 -3.72644
N5 3.09251 2.58938 -4.34641
C31 4.06149 1.80762 -3.75043
C32 0.15590 2.55416 -1.94280
O4 -0.82718 2.00541 -2.47588
O5 0.19661 3.31172 -0.95510
H13 2.78916 2.52439 -7.73833
H14 1.66090 1.90270 -6.52052
H15 3.25045 1.16842 -6.69084
H16 2.66915 4.02131 -5.75212
H17 4.99587 4.26155 -5.24165
H18 4.84430 3.84323 -6.94905
H19 6.66932 2.54226 -5.74121
H20 5.46611 1.51915 -6.49521
H21 7.24747 0.70741 -4.15426
H22 4.52415 -0.03361 -0.93587
H23 1.17124 3.36109 -4.27754
N6 0.44637 -4.30963 -2.68277
C33 -0.67626 -4.23886 -2.40635
N7 -1.96352 -4.14372 -2.11368
C34 -2.65420 -2.84851 -2.24320
C35 -4.15214 -3.11728 -2.13866
C36 -4.52497 -3.66961 -0.75089
C37 -3.36536 -4.46345 -0.13271
C38 -2.55311 -5.15334 -1.21048
H24 -2.40817 -2.44236 -3.22412
H25 -2.38550 -2.11144 -1.47814
H26 -4.43880 -3.82680 -2.92218
H27 -4.68579 -2.18692 -2.33712
H28 -5.41937 -4.29470 -0.84329
H29 -4.75858 -2.83726 -0.08759
H30 -3.73048 -5.20247 0.58384
H31 -2.73292 -3.75673 0.40965
H32 -3.18742 -5.82464 -1.80362
H33 -1.74163 -5.74794 -0.79231

Forces on atoms 1 to 3 (eV/Å):
0.07 -0.28 0.49
-0.08 -0.16 -0.03
-0.05 -0.09 -0.13

Atomic partial charges in e from the Mulliken method, atoms 1 to 8: atom 1 (Cs): 1.100, atom 2 (O): -0.605, atom 3 (C): -0.019, atom 4 (N): -0.431, atom 5 (C): -0.262, atom 6 (C): 0.044, atom 7 (C): -0.728, atom 8 (C): -0.632

=====

Record 2
# C38H33F6NO3S

3 unconnected molecules or ions with the total composition C38H33F6NO3S (wB97M-V/def2-TZVPD, the OMol25 dataset).

Computed properties:
E_HOMO = -8.2 eV
LUMO level = -0.0338 Ha
frontier orbital gap = 7.30 eV
structure (SMILES) = O=COCCc1cc2c(c(C(F)(F)c3cccc(C(F)(F)F)c3)c1)Nc1cc(O)cc(CCCF)c1S2.c1ccccc1.c1ccccc1

Atoms and positions in Å:
O1 -3.97311 -1.23547 -1.18018
C1 -3.24994 -0.92521 -2.26811
O2 -2.36262 -1.97223 -2.83059
C2 -1.76028 -1.38550 -4.03770
C3 -0.24767 -0.79237 -3.81247
C4 0.38105 -1.10120 -2.30746
C5 1.03992 -2.62415 -2.12346
C6 1.72036 -2.95501 -0.66660
C7 1.74774 -1.83813 0.57828
C8 1.05016 -0.32413 0.43893
C9 1.07380 0.76153 1.66669
F1 2.45945 1.36115 1.67315
F2 0.87564 0.18967 3.01814
C10 0.03046 2.01597 1.50924
C11 0.19647 3.28880 0.48086
C12 -0.95423 4.47687 0.52030
C13 -2.26957 4.47520 1.52783
C14 -2.43775 3.20425 2.55220
C15 -3.68923 3.09341 3.65031
F3 -4.54692 4.31329 3.58295
F4 -3.01957 3.14840 5.00180
F5 -4.43685 1.81802 3.56215
C16 -1.29380 1.99532 2.52700
C17 0.37559 -0.00877 -1.05842
N1 2.38049 -2.18114 1.90849
C18 3.78554 -2.72416 1.77398
C19 4.95892 -2.00735 2.68231
C20 6.48182 -2.63073 2.53916
O3 7.54696 -2.01708 3.37272
C21 6.80087 -3.92616 1.53089
C22 5.61246 -4.64944 0.60257
C23 5.92078 -5.92922 -0.37460
C24 6.52290 -5.54956 -1.85123
C25 7.41842 -4.17836 -1.90695
F6 8.66682 -4.21944 -1.08802
C26 4.11060 -3.99948 0.74151
S1 2.58520 -4.60488 -0.23831
H1 -3.31823 0.17422 -2.68674
H2 -2.41303 -0.54139 -4.54172
H3 -1.69689 -2.26521 -4.83816
H4 -0.13542 0.35537 -4.12099
H5 0.45269 -1.37395 -4.58481
H6 1.03433 -3.43513 -2.96776
H7 1.11324 3.35986 -0.24920
H8 -0.86052 5.43633 -0.18293
H9 -3.05192 5.34732 1.55902
H10 -1.49734 1.10820 3.29914
H11 -0.11628 1.03634 -1.29223
H12 1.78171 -2.95512 2.30959
H13 4.65339 -1.10503 3.36312
H14 7.53317 -2.53577 4.25174
H15 7.92751 -4.28261 1.53097
H16 6.73830 -6.61322 0.15337
H17 4.92689 -6.58586 -0.42876
H18 5.62793 -5.59093 -2.61131
H19 7.26078 -6.43998 -2.14754
H20 6.73522 -3.25170 -1.69743
H21 7.78712 -4.06754 -3.03698
C27 -4.08830 -1.70458 -9.21561
C28 -4.58286 -0.49030 -8.74049
C29 -4.97397 -0.36942 -7.40738
C30 -4.87458 -1.46502 -6.54948
C31 -4.38874 -2.68197 -7.02691
C32 -3.99407 -2.80187 -8.35911
H22 -3.77734 -1.79656 -10.25270
H23 -4.66278 0.36284 -9.40955
H24 -5.35616 0.57806 -7.03660
H25 -5.17678 -1.37045 -5.51019
H26 -4.31676 -3.53764 -6.35999
H27 -3.61328 -3.74962 -8.73043
C33 -4.97585 6.40753 7.00036
C34 -3.72891 5.82113 6.78572
C35 -2.60200 6.31755 7.44026
C36 -2.72124 7.40419 8.30699
C37 -3.96665 7.99651 8.51449
C38 -5.09426 7.49775 7.86286
H28 -5.85484 6.01626 6.49538
H29 -3.63540 4.97596 6.10836
H30 -1.63093 5.85811 7.27536
H31 -1.84393 7.78953 8.81907
H32 -4.05883 8.84715 9.18536
H33 -6.06511 7.95796 8.02648

Forces on atoms 1 to 3 (eV/Å):
4.73 2.05 -7.28
-2.98 -3.31 6.37
-2.12 4.91 -0.35

Atomic partial charges in e from the Mulliken method, atoms 1 to 8: atom 1 (O): -0.514, atom 2 (C): 0.263, atom 3 (O): -0.308, atom 4 (C): -0.099, atom 5 (C): -0.927, atom 6 (C): 0.482, atom 7 (C): -0.600, atom 8 (C): 0.281

=====

Record 3
# C38H33GeNS4Tl

A molecular structure, C38H33GeNS4Tl (wB97M-V/def2-TZVPD, the OMol25 dataset).

Computed properties:
E_HOMO (alpha / beta) = -9.6 / -9.5 eV
LUMO level (alpha / beta) = -0.1853 / -0.1877 Ha
frontier orbital gap (alpha / beta) = 4.56 / 4.44 eV
ΔE to the lowest compared entry with this formula, charge and spin = 92.66 kcal per mole
net charge = +1

Atoms and positions in Å:
Tl1 -0.07766 -0.32243 0.01260
S1 -2.26446 1.08836 -0.89943
C1 -2.55978 0.22441 -2.38439
C2 -2.99800 0.97052 -3.48451
C3 -3.29847 0.36912 -4.68679
C4 -3.18627 -1.00730 -4.82009
C5 -2.75512 -1.76259 -3.74872
C6 -2.41643 -1.15662 -2.54491
S2 -1.79052 -2.23115 -1.25742
C7 -0.45709 -3.03750 -2.22238
C8 0.79132 -3.36735 -1.46991
C9 1.48372 -4.51565 -1.84381
C10 2.74729 -4.73689 -1.32988
C11 3.28242 -3.80010 -0.46394
C12 2.50646 -2.71036 -0.08625
C13 3.08525 -1.74902 0.90323
S3 2.80901 0.03793 0.57575
C14 3.56028 0.24281 -1.03332
C15 4.92935 0.48385 -1.03226
C16 5.61632 0.68779 -2.21149
C17 4.92402 0.63530 -3.41464
C18 3.56594 0.41171 -3.41790
C19 2.83946 0.23869 -2.23142
S4 1.11481 0.09660 -2.41769
N1 1.28032 -2.51619 -0.56920
H1 -3.08289 2.04056 -3.37387
H2 -3.62522 0.96542 -5.52567
H3 -3.42503 -1.48695 -5.75583
H4 -2.68569 -2.83619 -3.84340
H5 -0.86871 -3.94416 -2.66176
H6 -0.19593 -2.32929 -3.01457
H7 1.04588 -5.20384 -2.54863
H8 3.32012 -5.60309 -1.62156
H9 4.28204 -3.90748 -0.07649
H10 2.64681 -1.89609 1.89112
H11 4.16217 -1.90262 0.97011
H12 5.44545 0.51901 -0.08405
H13 6.67253 0.90395 -2.18970
H14 5.44323 0.78128 -4.35014
H15 3.01940 0.39005 -4.34754
Ge1 0.36908 1.69942 2.39793
C20 -1.46368 2.20070 2.98014
C21 -2.00116 1.64893 4.13991
C22 -3.26323 2.02637 4.56128
C23 -3.99843 2.93997 3.82304
C24 -3.47281 3.47617 2.65815
C25 -2.20911 3.10513 2.23332
C26 1.75579 3.02881 1.90835
C27 1.48902 4.14963 1.13368
C28 2.47849 5.09702 0.93400
C29 3.73199 4.92523 1.49822
C30 4.00108 3.79883 2.26010
C31 3.02004 2.84589 2.45856
H16 1.00294 0.75763 3.46562
H17 -1.43544 0.93028 4.71949
H18 -3.68209 1.60141 5.46048
H19 -4.98382 3.22999 4.15450
H20 -4.05288 4.17393 2.07456
H21 -1.80074 3.49970 1.31304
H22 0.51384 4.27968 0.68574
H23 2.26409 5.97323 0.34214
H24 4.50180 5.66486 1.33901
H25 4.97392 3.66646 2.70806
H26 3.23104 1.95714 3.04031
C32 -1.13812 -1.37931 2.25477
C33 -2.45667 -1.64975 1.79514
C34 -3.37932 -0.60924 1.55361
C35 -4.60634 -0.87905 0.98846
C36 -4.96231 -2.18216 0.66811
C37 -4.09618 -3.22882 0.96473
C38 -2.85607 -2.96998 1.49837
H27 -0.48070 -2.22147 2.41823
H28 -1.00467 -0.55569 2.93907
H29 -3.11566 0.41158 1.78360
H30 -5.28072 -0.06327 0.77793
H31 -5.91457 -2.38683 0.20336
H32 -4.38647 -4.24670 0.75675
H33 -2.17825 -3.78018 1.71894

Forces on atoms 1 to 3 (eV/Å):
-0.25 0.53 -1.08
0.60 0.04 0.63
0.15 -0.05 0.07

Atomic partial charges in e from the Mulliken method, atoms 1 to 8: atom 1 (Tl): 0.377, atom 2 (S): -0.150, atom 3 (C): 0.806, atom 4 (C): -0.792, atom 5 (C): -0.696, atom 6 (C): -0.767, atom 7 (C): -0.513, atom 8 (C): -0.170